# 1
{
  "formula": "C27H37N6O2",
  "method": "ωB97M-V with the def2-TZVPD basis set",
  "species": ["C", "O", "C", "C", "C", "C", "C", "C", "N", "N", "N", "N", "C", "C", "C", "C", "C", "C", "C", "C", "N", "C", "C", "N", "C", "C", "C", "C", "C", "C", "C", "C", "C", "O", "C", "H", "H", "H", "H", "H", "H", "H", "H", "H", "H", "H", "H", "H", "H", "H", "H", "H", "H", "H", "H", "H", "H", "H", "H", "H", "H", "H", "H", "H", "H", "H", "H", "H", "H", "H", "H", "H"],
  "coordinates": [[3.11909, -1.32479, 5.28709], [1.98298, -1.53288, 4.47107], [1.79051, -0.87161, 3.31200], [0.59861, -1.19312, 2.66826], [0.24174, -0.63147, 1.46036], [1.07555, 0.30135, 0.86496], [0.70472, 0.99217, -0.43721], [-0.07762, 0.03888, -1.28414], [-1.34674, 0.14752, -1.63132], [-1.64122, -0.91768, -2.37503], [-0.63501, -1.66146, -2.49299], [0.37990, -1.10931, -1.82485], [1.69904, -1.68399, -1.78521], [1.62612, -3.21156, -1.69845], [1.10628, -3.65722, -0.35752], [1.96827, -3.75140, 0.72800], [1.50173, -4.16632, 1.96151], [0.16310, -4.48188, 2.12454], [-0.70568, -4.37434, 1.05258], [-0.23614, -3.96472, -0.18376], [0.05873, 2.25932, -0.16219], [-1.11654, 2.28249, 0.68839], [-2.32432, 2.92518, -0.01365], [-2.32004, 2.54400, -1.43744], [-3.64774, 2.69505, -2.09616], [-4.08001, 4.15417, -2.33781], [-4.11319, 4.32528, -3.85819], [-4.52029, 2.93982, -4.34973], [-3.69585, 2.00059, -3.46902], [-1.18145, 3.19188, -2.12663], [0.03447, 3.28151, -1.16911], [2.26551, 0.64382, 1.49726], [2.64714, 0.07569, 2.70477], [3.81432, 0.38750, 3.33596], [4.66728, 1.35693, 2.77495], [3.18218, -0.29284, 5.63541], [4.04191, -1.59180, 4.76990], [2.97481, -1.98735, 6.13965], [-0.04377, -1.91171, 3.14816], [-0.68348, -0.94210, 0.99748], [1.62986, 1.23338, -0.97855], [2.21477, -1.27636, -0.91195], [2.22915, -1.38636, -2.69689], [0.98142, -3.58020, -2.49701], [2.63254, -3.60158, -1.85403], [3.01529, -3.51477, 0.59974], [2.18120, -4.24769, 2.79578], [-0.19972, -4.81538, 3.08482], [-1.74994, -4.62081, 1.17414], [-0.91295, -3.89864, -1.02441], [-1.35925, 1.26463, 0.99372], [-0.89495, 2.85465, 1.59824], [-2.29374, 4.01346, 0.06856], [-3.24424, 2.57380, 0.45409], [-2.07120, 1.46794, -1.47511], [-4.35420, 2.20581, -1.42064], [-5.08262, 4.29858, -1.93690], [-3.43037, 4.87764, -1.84865], [-3.12558, 4.58289, -4.24401], [-4.81026, 5.09990, -4.16728], [-5.58421, 2.78237, -4.17501], [-4.32034, 2.79233, -5.40793], [-2.69697, 1.89984, -3.88960], [-4.12571, 1.00386, -3.40169], [-0.92616, 2.59649, -3.00379], [-1.46044, 4.19237, -2.45679], [0.95457, 3.24526, -1.75349], [0.01670, 4.24509, -0.64947], [2.90133, 1.37746, 1.02842], [4.17163, 2.32863, 2.68868], [5.50225, 1.44022, 3.46829], [5.04385, 1.04557, 1.79561]],
  "atomic_forces_ev_per_a": [[0.395, -0.015, 0.415], [-0.194, -0.038, -0.221], [-0.200, 0.101, -0.220], [0.209, 0.170, 0.206], [0.137, 0.090, -0.080], [0.064, -0.160, -0.014], [0.277, 0.116, 0.462], [0.011, -0.490, -0.442], [0.788, 0.104, 0.480], [-1.013, -0.073, -0.374], [0.562, -1.067, -0.553], [-0.937, 1.363, 0.578], [0.759, -0.541, -0.345], [-0.048, 0.150, 0.155], [0.018, -0.036, -0.094], [-0.032, -0.042, -0.026], [0.061, -0.055, 0.013], [-0.023, -0.063, 0.050], [-0.089, 0.002, 0.077], [-0.005, 0.012, -0.060], [-0.021, -0.126, -0.264], [-0.009, 0.073, 0.307], [0.128, 0.047, 0.523], [-0.061, -0.368, 0.082], [-0.407, 0.014, -0.171], [0.054, 0.095, -0.057], [-0.159, -0.047, 0.025], [0.166, 0.059, -0.004], [-0.146, -0.059, -0.041], [0.531, 0.213, -0.184], [-0.090, 0.152, -0.109], [-0.006, -0.009, -0.024], [0.064, -0.030, 0.104], [-0.345, -0.288, 0.075], [0.158, 0.162, -0.083], [-0.008, -0.091, -0.023], [-0.080, 0.017, 0.056], [0.028, 0.060, -0.056], [-0.052, -0.087, 0.073], [-0.114, -0.052, -0.076], [-0.087, -0.070, 0.049], [-0.083, 0.001, -0.099], [-0.033, 0.035, 0.144], [0.145, -0.025, -0.011], [-0.012, 0.028, -0.069], [0.147, 0.018, -0.007], [0.074, 0.001, 0.101], [-0.038, -0.033, 0.102], [-0.092, -0.040, 0.015], [-0.046, -0.023, -0.070], [-0.056, 0.116, 0.024], [-0.184, -0.093, -0.006], [-0.071, -0.044, -0.078], [-0.002, 0.049, -0.110], [-0.190, 0.617, 0.015], [0.160, 0.024, 0.016], [0.013, 0.010, 0.068], [-0.010, 0.063, 0.120], [0.061, 0.031, -0.031], [0.040, 0.098, -0.030], [-0.084, -0.017, -0.029], [-0.069, -0.054, -0.057], [0.089, -0.043, -0.018], [0.094, -0.083, 0.019], [-0.122, 0.009, 0.061], [-0.094, -0.049, -0.031], [-0.032, 0.069, -0.001], [0.028, 0.021, -0.142], [0.137, 0.104, -0.021], [0.006, -0.035, -0.011], [-0.032, 0.043, -0.092], [-0.031, 0.014, 0.020]],
  "e_above_lowest_ev": 0.530,
  "total_charge": 1,
  "e_tot_ev": -41628.072,
  "fmax_ev_per_a": 1.8,
  "homo_lumo_gap_ha": 0.3134,
  "spin_multiplicity": 1,
  "homo_energy_ha": -0.386
}

***

# 2
{
  "formula": "CH5FSi",
  "method": "ωB97M-V with the def2-TZVPD basis set",
  "species": ["F", "C", "Si", "H", "H", "H", "H", "H"],
  "coordinates": [[0.83850, 0.14621, 1.65496], [0.87832, 0.14948, 0.24463], [-0.90443, -0.21026, -0.27786], [1.32591, 1.12641, -0.07843], [1.69120, -0.52863, -0.25862], [-0.87084, -0.82886, -1.63462], [-1.70442, 1.00295, -0.65402], [-1.25424, -0.85730, 1.00396]],
  "atomic_forces_ev_per_a": [[0.671, -0.281, -0.522], [1.869, 0.638, -1.464], [0.442, 0.780, -0.674], [-0.815, -0.391, 0.428], [-1.541, 0.381, 1.601], [-0.091, -0.605, 0.477], [0.153, -0.161, 0.635], [-0.688, -0.362, -0.481]],
  "e_above_lowest_ev": 0.168,
  "e_tot_ev": -11711.631,
  "fmax_ev_per_a": 2.5,
  "homo_lumo_gap_ha": 0.4485,
  "spin_multiplicity": 1,
  "homo_energy_ha": -0.409
}

***

# 3
{
  "formula": "C5H12O",
  "method": "ωB97M-V with the def2-TZVPD basis set",
  "species": ["C", "C", "C", "C", "O", "C", "H", "H", "H", "H", "H", "H", "H", "H", "H", "H", "H", "H"],
  "coordinates": [[-0.39032, 1.12788, 1.62645], [0.33873, 0.77628, 0.35034], [1.28561, -0.34438, 0.34562], [1.10997, -1.26976, -0.96714], [-0.15221, -1.61788, -1.22391], [-1.65514, -0.11924, -1.04462], [-0.73323, 0.22841, 2.14362], [-1.25530, 1.78179, 1.46006], [0.26910, 1.66210, 2.31998], [0.67621, 1.65446, -0.20366], [-0.52149, 0.28166, -0.37165], [2.32950, -0.03875, 0.28429], [1.13494, -0.97483, 1.22584], [1.59622, -0.70227, -1.79246], [1.74873, -2.12429, -0.67486], [-2.12549, -1.03746, -0.72815], [-1.47775, -0.05537, -2.10528], [-2.17809, 0.77164, -0.64445]],
  "atomic_forces_ev_per_a": [[-0.091, 0.070, 0.174], [-0.029, 0.052, -0.018], [0.081, -0.107, 0.169], [0.108, 0.147, 0.143], [0.041, 0.268, 0.196], [-0.489, -0.114, -0.140], [-0.005, 0.026, -0.086], [0.128, -0.135, -0.092], [0.017, -0.071, -0.134], [-0.086, -0.085, -0.074], [0.134, 0.238, 0.152], [-0.023, 0.121, 0.110], [0.037, -0.016, -0.092], [-0.025, -0.209, 0.086], [-0.194, 0.051, -0.299], [-0.024, 0.058, -0.056], [-0.058, -0.011, -0.058], [0.477, -0.283, 0.016]],
  "e_above_lowest_ev": 4.961,
  "e_tot_ev": -7422.351,
  "fmax_ev_per_a": 0.6,
  "homo_lumo_gap_ha": [0.2940, 0.2939],
  "spin_multiplicity": 1,
  "homo_energy_ha": [-0.311, -0.311]
}

***

# 4
{
  "formula": "C26H26BF6O3",
  "method": "ωB97M-V with the def2-TZVPD basis set",
  "species": ["C", "C", "C", "C", "C", "B", "O", "C", "C", "C", "C", "C", "C", "O", "O", "H", "H", "H", "H", "H", "H", "H", "H", "H", "H", "H", "H", "H", "H", "H", "H", "H", "F", "C", "F", "F", "C", "C", "C", "C", "C", "C", "C", "C", "C", "C", "F", "F", "F", "C", "C", "C", "C", "H", "H", "H", "H", "H", "H", "H", "H", "H"],
  "coordinates": [[-5.90236, -3.12776, 3.23978], [-5.60617, -1.97185, 2.40938], [-6.42291, -0.98588, 1.88013], [-5.60174, -0.23603, 0.99032], [-4.29665, -0.72694, 1.05466], [-3.37555, -0.88874, -0.19808], [-3.31311, -0.03350, -1.26330], [-1.91950, -0.14980, -1.67315], [-1.83129, -1.01196, -2.93145], [-1.62989, 1.29188, -2.13219], [-1.27508, -0.95551, -0.41954], [-0.16957, -1.97197, -0.67433], [-0.94402, -0.11980, 0.84835], [-2.37918, -1.81999, -0.05772], [-4.31806, -1.81528, 1.95082], [-6.98182, -3.19888, 3.37648], [-5.56795, -4.07062, 2.78718], [-5.46903, -3.01398, 4.23981], [-7.48881, -0.86844, 2.05980], [-5.90491, 0.58282, 0.35852], [-0.80650, -0.94303, -3.32045], [-2.07023, -2.05998, -2.71642], [-2.50796, -0.62712, -3.70519], [-0.71150, 1.38561, -2.73210], [-2.47735, 1.56032, -2.80392], [-1.59175, 2.03727, -1.32356], [0.38297, -1.79607, -1.60633], [0.54291, -1.90281, 0.15927], [-0.58578, -2.99437, -0.68713], [0.13566, 0.24723, 0.76911], [-1.60846, 0.76193, 0.96310], [-1.01815, -0.77792, 1.73636], [6.18709, -2.69771, -2.55051], [4.86214, -3.05849, -2.54787], [4.51586, -3.38197, -3.82960], [4.77378, -4.22060, -1.82262], [4.00640, -1.95722, -1.97595], [3.21563, -1.16037, -2.80621], [2.30172, -0.28013, -2.21230], [2.22234, -0.12032, -0.81162], [1.22207, 0.82386, -0.18619], [1.90625, 1.96759, 0.47866], [3.30781, 2.16731, 0.63028], [3.80397, 3.14336, 1.48514], [2.92704, 4.06717, 2.04075], [3.51950, 5.02561, 3.03301], [2.60760, 5.87482, 3.57736], [4.10189, 4.35258, 4.08099], [4.51023, 5.78901, 2.46499], [1.56343, 4.02753, 1.75902], [1.06917, 2.98358, 0.98706], [3.13029, -0.87190, -0.02501], [3.99771, -1.80403, -0.58975], [3.28053, -1.24809, -3.89842], [1.58070, 0.25989, -2.83879], [0.51542, 1.23276, -0.93745], [4.06089, 1.57271, 0.11423], [4.86645, 3.19478, 1.72541], [0.89084, 4.78743, 2.16432], [-0.00830, 2.90569, 0.79941], [3.11906, -0.76791, 1.06358], [4.65621, -2.40580, 0.04984]],
  "atomic_forces_ev_per_a": [[-0.293, -0.632, 0.872], [0.659, 1.669, -1.500], [0.716, -0.479, 0.025], [0.754, -0.255, 0.672], [-1.953, -0.687, -1.032], [-1.992, 0.393, 2.367], [0.624, -0.626, 0.613], [-0.327, 0.043, -0.740], [0.184, -0.207, 0.096], [0.387, 0.207, 0.141], [0.183, -0.649, -0.523], [0.834, -0.037, -0.308], [-1.347, -0.232, -0.554], [0.555, 1.076, -0.311], [-1.102, 0.153, -0.174], [0.035, 0.025, -0.023], [0.107, 0.319, 0.128], [0.091, -0.204, -0.154], [0.376, -0.072, -0.035], [-0.063, -0.017, -0.072], [-0.209, -0.195, -0.042], [0.025, 0.225, -0.136], [0.111, -0.116, 0.299], [-0.152, -0.117, 0.166], [0.642, -0.138, 0.565], [-0.143, -0.242, -0.096], [-0.187, -0.179, 0.322], [-0.066, -0.358, -0.306], [0.134, 0.638, -0.067], [0.300, -0.019, 0.258], [0.598, -0.332, 0.035], [0.356, 0.410, -0.402], [-1.349, -0.299, -0.023], [1.136, -1.257, -0.749], [0.318, 0.532, 1.219], [-0.022, 1.378, -0.557], [-0.124, -0.154, 0.041], [-0.259, 0.331, 0.296], [-0.602, 0.026, -0.121], [-0.352, -0.912, 0.698], [3.948, 2.356, -3.339], [-0.843, 0.051, 0.794], [0.399, -0.698, 0.443], [-0.362, -0.078, -0.501], [-0.105, -0.343, 0.334], [0.812, 1.354, 1.254], [0.678, -0.778, -0.661], [-0.607, 0.490, -1.173], [-1.073, -0.833, 0.472], [-0.194, 0.116, -0.105], [-0.318, 0.033, 0.202], [-0.099, 0.115, 0.335], [-0.232, 0.405, 0.168], [-0.121, -0.028, 0.601], [0.415, -0.161, 0.142], [-0.321, -0.825, 0.931], [-0.484, -0.217, 0.123], [-0.267, 0.022, -0.301], [0.272, -0.302, -0.128], [0.388, 0.082, 0.210], [-0.084, -0.024, -0.327], [-0.386, 0.250, -0.364]],
  "e_above_lowest_ev": 0.297,
  "total_charge": 1,
  "e_tot_ev": -50500.418,
  "fmax_ev_per_a": 5.7,
  "homo_lumo_gap_ha": 0.1520,
  "spin_multiplicity": 1,
  "homo_energy_ha": -0.393
}

***

# 5
{
  "formula": "C3H12N2",
  "method": "ωB97M-V with the def2-TZVPD basis set",
  "species": ["C", "C", "C", "N", "N", "H", "H", "H", "H", "H", "H", "H", "H", "H", "H", "H", "H"],
  "coordinates": [[-0.54670, 1.23193, 0.10851], [0.25077, -0.00030, -0.26855], [-0.58821, -1.28888, -0.06287], [0.33786, -2.48699, -0.11306], [0.29623, 2.49229, 0.19545], [-0.99647, 1.06571, 1.10782], [-1.32533, 1.47265, -0.67359], [1.07398, -0.04557, 0.45626], [0.55947, 0.05815, -1.32104], [-1.03116, -1.28296, 0.94883], [-1.32313, -1.46377, -0.91968], [-0.17438, -3.32203, -0.46777], [1.16578, -2.23918, -0.78721], [0.70287, -2.61860, 0.85131], [-0.19250, 3.10370, 0.86325], [0.63802, 2.89723, -0.68309], [1.15292, 2.42663, 0.76542]],
  "atomic_forces_ev_per_a": [[-1.157, -0.143, -0.765], [-0.182, -0.130, 0.244], [-0.446, 0.124, -1.056], [0.430, 0.971, -1.048], [0.723, -0.101, 1.794], [0.110, 0.448, -0.606], [0.626, -0.264, 1.101], [0.258, -0.146, -0.613], [0.424, -0.101, 0.413], [-0.149, -0.146, -0.614], [0.716, 0.472, 1.375], [0.223, 0.050, 0.131], [-0.911, -0.633, 0.639], [0.358, -0.319, 0.452], [-0.410, 0.752, -1.179], [-0.797, 0.214, 0.036], [0.182, -1.047, -0.303]],
  "e_above_lowest_ev": 1.536,
  "total_charge": 1,
  "e_tot_ev": -6275.363,
  "fmax_ev_per_a": 1.9,
  "homo_lumo_gap_ha": [0.1055, 0.4784],
  "spin_multiplicity": 2,
  "homo_energy_ha": [-0.248, -0.623],
  "s2": 0.75
}